(1)
C40H56KNO5S5Si as an isolated structure, computed with ωB97M-V with the def2-TZVPD basis set.

Geometry as XYZ:
```
109
Properties=species:S:1:pos:R:3:forces:R:3:lowdin_charge:R:1
K 1.40442 0.60230 -0.09410 -0.12 -0.07 -0.28 0.376
C -2.34641 0.70175 -0.67179 0.02 -0.07 0.00 -0.017
C -2.88032 -0.16996 0.46268 0.03 0.11 -0.06 -0.620
C -4.35454 -0.51173 0.24334 0.00 0.01 -0.03 -0.027
C -2.71578 0.57276 1.78646 -0.15 0.15 -0.06 -0.039
O -2.12436 -1.37190 0.59126 -0.16 -0.07 -0.01 -0.168
Si -1.62654 -2.48449 -0.54277 0.11 0.01 0.02 -0.152
S 0.23799 -2.17996 -1.30161 -0.05 -0.02 -0.03 0.314
O -1.83794 -3.93391 0.26228 0.03 -0.01 -0.01 -0.157
C -0.93655 -4.92788 0.73182 -0.02 0.00 0.01 -0.667
C 0.11804 -4.32640 1.65824 -0.01 0.03 -0.03 -0.036
C -1.80012 -5.91759 1.51192 -0.02 0.02 0.01 -0.043
C -0.26712 -5.64006 -0.44316 0.00 0.01 0.01 -0.054
O -2.88731 -2.44814 -1.63277 0.02 0.01 0.01 -0.171
C -3.25377 -3.28124 -2.71705 -0.01 0.00 0.01 -0.659
C -2.04808 -3.72688 -3.53843 -0.01 0.00 0.00 -0.051
C -4.18275 -2.43975 -3.58947 0.00 0.00 -0.01 -0.038
C -4.00549 -4.49546 -2.17120 -0.01 0.00 0.00 -0.031
H -2.95988 1.60177 -0.77122 0.02 0.00 0.00 0.092
H -2.36604 0.15939 -1.61642 -0.01 -0.03 -0.04 0.080
H -1.32430 1.01826 -0.46035 -0.16 -0.01 -0.04 0.050
H -4.96642 0.39228 0.31039 0.01 0.01 0.00 0.080
H -4.68195 -1.21646 1.01180 -0.01 0.00 0.01 0.084
H -4.49800 -0.97360 -0.73246 0.00 0.01 0.04 0.064
H -3.21808 1.54353 1.74387 -0.01 0.00 -0.04 0.091
H -1.65458 0.73538 1.97824 -0.12 0.02 -0.07 0.048
H -3.14745 -0.00754 2.60665 -0.07 0.17 -0.11 0.071
H -0.36830 -3.84374 2.50751 -0.03 0.04 0.03 0.074
H 0.70993 -3.58406 1.12173 0.00 0.00 0.00 0.051
H 0.78045 -5.11008 2.03731 0.00 0.01 -0.01 0.083
H -2.27945 -5.40906 2.35107 0.00 0.00 -0.01 0.078
H -1.19500 -6.74238 1.89708 0.00 0.00 0.00 0.078
H -2.57974 -6.32243 0.86299 0.00 -0.01 0.00 0.076
H 0.31938 -4.92509 -1.02053 0.00 -0.01 -0.01 0.034
H -1.02521 -6.08633 -1.09226 -0.01 0.01 0.00 0.075
H 0.39119 -6.43571 -0.08206 -0.01 0.01 0.00 0.079
H -1.49149 -2.86044 -3.89330 0.03 0.02 0.00 0.075
H -2.38370 -4.31639 -4.39644 0.00 -0.01 0.00 0.082
H -1.36468 -4.32831 -2.93951 0.01 -0.01 0.01 0.059
H -3.64603 -1.56564 -3.96139 0.00 0.00 0.01 0.089
H -5.03703 -2.09729 -3.00152 0.00 0.00 0.00 0.076
H -4.54908 -3.01781 -4.44180 0.00 0.00 0.00 0.078
H -3.35693 -5.06649 -1.50691 0.01 0.00 0.00 0.065
H -4.34542 -5.13969 -2.98690 0.00 0.00 0.00 0.079
H -4.87248 -4.16487 -1.59484 0.00 0.00 0.00 0.086
S 3.92358 1.92947 0.77496 0.12 0.10 0.07 0.357
C 4.44530 3.13802 -0.40369 0.01 -0.01 0.03 -0.766
C 5.63704 3.82616 -0.11227 0.00 -0.01 0.00 -0.196
C 6.15838 4.82976 -0.91247 0.01 0.01 -0.01 -0.164
C 5.48287 5.17585 -2.07835 0.00 0.00 0.00 -0.160
C 4.31115 4.50982 -2.39607 0.01 -0.01 -0.01 -0.188
C 3.74703 3.49767 -1.59674 0.00 -0.03 -0.06 -0.748
S 2.19684 2.84934 -2.13112 0.11 -0.04 0.10 0.447
H 6.15057 3.54409 0.79993 0.00 0.00 0.00 0.067
H 7.08096 5.32817 -0.63139 0.00 0.00 0.00 0.073
H 5.86232 5.95354 -2.73404 0.00 0.00 0.00 0.074
H 3.76953 4.77583 -3.29663 0.00 0.00 0.01 0.071
O -0.12843 2.55917 0.91294 -0.10 0.13 0.07 -0.592
S -0.70224 3.88846 1.25075 0.08 0.01 0.03 0.973
C -0.47694 4.06217 3.06633 -0.01 0.02 -0.01 -0.306
C 0.68494 3.20176 3.56059 0.00 0.02 0.04 -0.229
C 0.17531 1.89288 4.16224 0.02 0.01 -0.01 -0.233
C 1.29690 0.90623 4.48507 -0.03 -0.08 -0.02 -0.300
S 1.10175 -0.65177 3.54858 -0.09 0.10 0.15 0.990
O 0.54442 -0.26234 2.23089 0.22 -0.13 -0.07 -0.587
C -0.32432 -1.28816 4.44541 0.02 -0.04 0.08 -0.359
C -0.24637 -1.63392 5.78903 0.00 0.01 0.01 -0.097
C -1.35903 -2.16865 6.41802 0.03 0.00 0.02 -0.101
C -2.53351 -2.36884 5.69966 -0.03 -0.01 -0.02 -0.095
C -2.59059 -2.04147 4.35370 0.05 -0.04 0.03 -0.062
C -1.48090 -1.50081 3.71424 0.20 -0.19 0.06 -0.080
C 0.47281 5.16097 0.79680 0.00 -0.01 -0.02 -0.386
C 1.80579 4.85391 0.58873 0.00 0.05 0.03 -0.071
C 2.68226 5.89004 0.27243 0.00 -0.02 0.02 -0.038
C 2.21357 7.18884 0.15130 -0.03 0.02 0.01 -0.081
C 0.86584 7.47832 0.34635 0.02 0.01 0.00 -0.109
C -0.01326 6.45742 0.66811 -0.02 -0.02 -0.02 -0.120
H -1.42192 3.75522 3.52239 0.00 -0.01 -0.01 0.079
H -0.33364 5.12666 3.24923 -0.02 0.00 0.01 0.082
H 1.26153 3.75460 4.30746 0.00 0.01 -0.02 0.118
H 1.36635 2.98152 2.73254 0.01 -0.03 0.04 0.090
H -0.50807 1.42946 3.44529 0.05 0.07 0.05 0.077
H -0.40033 2.10880 5.06716 -0.03 -0.04 -0.01 0.116
H 1.33883 0.62425 5.53821 0.06 0.02 0.01 0.074
H 2.27624 1.28817 4.18926 0.00 -0.02 -0.08 0.091
H 0.67769 -1.49291 6.33936 -0.01 -0.01 0.01 0.103
H -1.30935 -2.43845 7.46593 0.00 0.00 0.00 0.094
H -3.39918 -2.79570 6.19137 0.00 0.00 0.00 0.094
H -3.49285 -2.21871 3.78116 -0.01 0.00 0.00 0.110
H -1.49902 -1.27297 2.65412 0.11 -0.19 0.12 0.073
H 2.16797 3.83195 0.66632 -0.02 0.00 -0.03 0.030
H 3.72608 5.65804 0.09931 -0.02 0.04 0.02 0.090
H 2.90118 7.98293 -0.11536 0.00 -0.01 0.00 0.096
H 0.50088 8.49225 0.23129 0.00 0.00 0.00 0.089
H -1.07131 6.65949 0.80312 0.01 -0.01 0.00 0.097
N 1.17293 0.03431 -3.88374 0.02 0.02 0.08 0.106
C 2.04951 -0.44556 -4.82548 -0.01 -0.03 0.00 -0.324
C 1.97244 -1.77117 -5.27934 0.01 0.02 0.00 -0.048
C 2.82322 -2.22834 -6.27157 0.00 0.00 0.00 -0.132
C 3.77483 -1.39052 -6.84120 0.00 0.00 0.00 -0.152
C 3.86435 -0.07924 -6.38219 0.00 0.00 0.00 -0.122
C 3.02323 0.39316 -5.39148 -0.01 0.00 0.01 -0.037
H 1.47583 0.88194 -3.40613 0.05 -0.02 -0.03 -0.033
H 0.76696 -0.65369 -3.25718 -0.03 0.01 -0.04 -0.022
H 1.24483 -2.43477 -4.82712 -0.02 -0.02 0.01 0.095
H 2.74557 -3.25962 -6.59963 0.00 0.00 0.00 0.086
H 4.44185 -1.75405 -7.61359 0.00 0.00 0.00 0.075
H 4.61441 0.58644 -6.79534 0.00 0.00 0.00 0.090
H 3.11234 1.40588 -5.01382 0.00 0.00 -0.01 0.096
```
Forces are in eV/Å.

Output
charge = -2
calculated total energy = -132504.0306 eV
frontier orbital gap = 4.3 eV
maximum force = 0.3 eV/Å
E_HOMO = -0.8 eV


(2)
C40H57BN11SbSi3Ti as an isolated structure at a distorted geometry, computed with ωB97M-V with the def2-TZVPD basis set.

Geometry as XYZ:
```
114
Properties=species:S:1:pos:R:3:forces:R:3:lowdin_charge:R:1
Ti 0.12756 0.25123 -0.08702 -0.17 0.81 0.57 0.966
C 1.46271 -1.39519 -3.88432 0.03 -0.03 -0.07 -0.006
C 1.64855 -0.58223 -2.77787 0.03 0.10 0.06 -0.143
N 0.53077 -0.50302 -2.04841 -0.02 -0.29 -0.17 -0.048
N -0.39288 -1.27478 -2.68355 0.14 0.01 -0.04 0.041
C 0.15492 -1.82416 -3.77704 -0.05 -0.02 -0.02 -0.025
B -1.75599 -1.66861 -2.04587 -0.09 0.02 -0.15 -0.640
N -2.51797 -0.37916 -1.65111 -0.07 -0.08 0.21 0.033
C -3.81905 -0.10761 -1.84545 -0.02 -0.02 -0.03 -0.034
C -4.13485 1.04750 -1.16152 0.01 -0.01 -0.01 -0.007
C -2.94455 1.41775 -0.54474 -0.02 0.02 0.10 -0.138
N -1.96976 0.54946 -0.82387 0.15 -0.05 -0.30 -0.015
N -1.43971 -2.45959 -0.75120 -0.10 -0.01 0.17 0.049
C -1.69985 -3.70467 -0.31989 0.00 -0.02 -0.05 -0.029
C -1.15287 -3.85728 0.94192 0.02 -0.02 0.01 -0.021
C -0.56421 -2.62981 1.22147 0.03 0.03 -0.05 -0.148
N -0.74779 -1.78364 0.20626 0.12 -0.13 -0.15 -0.061
N -2.56316 -2.41503 -3.08521 0.01 0.02 0.07 -0.036
C -2.97549 -1.90812 -4.27995 0.03 0.08 0.01 -0.114
C -3.62109 -2.90493 -4.96037 -0.01 -0.01 -0.02 -0.050
C -3.55381 -4.01333 -4.09190 -0.01 -0.05 -0.01 -0.136
N -2.91795 -3.71774 -2.97438 0.00 0.02 -0.04 0.075
H 2.17323 -1.63439 -4.65708 -0.03 0.01 0.04 0.111
H 2.52953 -0.04442 -2.47822 0.01 0.00 0.00 0.089
H -0.41894 -2.48918 -4.40110 0.03 0.02 0.00 0.133
H -4.43186 -0.75519 -2.45098 0.02 0.04 0.03 0.131
H -5.08496 1.55161 -1.12051 0.03 -0.02 0.00 0.109
H -2.75879 2.28805 0.06636 -0.09 -0.17 0.01 0.090
H -2.24923 -4.38525 -0.94738 0.02 0.04 0.02 0.107
H -1.18122 -4.73773 1.56041 0.01 0.03 -0.01 0.107
H -0.01217 -2.30717 2.09222 -0.01 -0.03 0.01 0.108
H -2.77267 -0.88199 -4.55218 -0.02 -0.08 0.02 0.134
H -4.07450 -2.84576 -5.93544 0.02 -0.01 0.04 0.099
H -3.94203 -5.01020 -4.23746 0.02 0.05 0.00 0.108
C 2.02913 4.56464 1.82852 -0.18 0.10 0.05 -0.285
Sb 1.29873 2.54868 1.85550 0.16 -0.28 -0.19 1.481
C 0.67122 2.31754 -0.31216 -0.06 0.03 0.02 -0.522
C -0.50078 3.25087 -0.34345 -0.06 -0.14 0.11 -0.479
C -1.19410 3.59814 -1.51756 0.03 0.19 0.08 -0.060
C -2.26607 4.46477 -1.45252 0.10 0.00 -0.07 -0.052
C -2.67587 4.96825 -0.22229 -0.07 0.06 -0.03 -0.063
C -1.97384 4.56627 0.89286 0.10 -0.05 0.05 -0.134
N -0.92339 3.73963 0.83625 0.00 0.06 -0.06 -0.008
Si 1.90174 2.79808 -1.67778 0.09 -0.07 -0.03 0.458
C 2.29197 4.63549 -1.61416 -0.02 0.02 -0.01 -0.157
C 3.54072 1.89806 -1.49165 0.02 0.04 0.05 -0.164
C 1.25782 2.50674 -3.43732 -0.06 0.03 -0.02 -0.182
C 3.21901 1.40320 2.20519 -0.01 0.00 0.12 -0.523
C 3.24298 0.07336 1.51005 0.15 0.01 -0.05 -0.394
C 4.31102 -0.80074 1.79538 -0.02 0.09 0.02 -0.051
C 4.39093 -2.06938 1.28092 0.04 -0.08 0.01 -0.020
C 3.38498 -2.50185 0.42930 0.01 0.01 -0.04 -0.034
C 2.37382 -1.61781 0.16203 0.13 0.01 -0.05 -0.162
N 2.26254 -0.36804 0.67396 -0.34 -0.02 0.07 0.028
Si 2.81408 0.86937 4.06145 0.04 -0.04 0.00 0.442
C 1.54342 -0.50762 3.94158 0.02 -0.02 0.00 -0.157
C 4.24777 0.15325 5.04841 -0.07 -0.06 0.02 -0.164
C 2.14739 2.25122 5.15101 -0.03 -0.03 0.03 -0.186
Si 4.86939 2.42164 2.27853 -0.11 -0.03 -0.04 0.487
C 6.44327 1.43469 2.60248 0.05 0.00 -0.05 -0.178
C 5.42199 3.41404 0.77626 0.10 0.10 0.12 -0.183
C 4.75131 3.68426 3.66635 0.03 0.07 -0.01 -0.174
H 1.36041 5.13235 1.18513 0.01 0.00 0.00 0.005
H 3.05275 4.68720 1.49679 0.02 -0.06 -0.04 -0.020
H 1.93275 4.93795 2.84930 -0.01 0.03 -0.07 0.009
H -0.91300 3.16678 -2.46192 0.09 -0.04 -0.11 0.092
H -2.79357 4.73812 -2.35825 0.00 -0.02 0.01 0.118
H -3.51223 5.64776 -0.13225 0.02 -0.02 -0.01 0.108
H -2.24845 4.91995 1.88214 0.02 -0.03 -0.03 0.116
H 2.95647 4.89931 -0.79003 -0.06 0.00 -0.03 0.006
H 1.38884 5.24667 -1.53065 0.02 -0.03 0.00 0.039
H 2.79082 4.92391 -2.54506 0.00 -0.02 0.04 0.046
H 4.17076 2.51304 -0.85746 -0.06 -0.09 -0.11 -0.021
H 4.05098 1.80561 -2.45578 -0.06 0.01 0.03 0.055
H 3.49963 0.91842 -1.01961 -0.03 -0.02 -0.05 0.009
H 0.84198 3.43370 -3.84086 0.00 -0.02 0.01 0.036
H 0.50251 1.72553 -3.53922 0.03 0.03 0.03 0.018
H 2.09976 2.23408 -4.08255 -0.05 0.02 0.05 0.040
H 5.08103 -0.45582 2.45913 0.04 0.02 0.05 0.065
H 5.22440 -2.71179 1.53831 -0.02 0.03 -0.01 0.124
H 3.38422 -3.47974 -0.03102 0.01 0.02 0.02 0.117
H 1.61151 -1.91080 -0.53894 -0.11 -0.10 0.05 0.080
H 2.03146 -1.46822 3.75349 0.01 0.01 0.00 0.050
H 0.81667 -0.32855 3.14648 0.12 -0.01 0.04 -0.009
H 0.98565 -0.58528 4.88041 0.04 -0.02 -0.07 0.044
H 4.62386 -0.79511 4.66028 0.00 0.05 -0.03 0.035
H 3.82758 -0.06031 6.03902 0.03 0.00 -0.07 0.046
H 5.08866 0.82686 5.20175 0.00 0.06 -0.01 0.024
H 1.21909 2.69656 4.79623 -0.01 0.01 -0.01 -0.007
H 2.87105 3.04479 5.33030 -0.08 -0.04 0.01 0.017
H 1.92681 1.78565 6.11906 0.01 0.01 -0.07 0.047
H 6.70961 0.79964 1.75299 0.00 0.04 0.05 0.041
H 6.46573 0.83212 3.50922 -0.04 -0.01 -0.01 0.021
H 7.23803 2.18320 2.69630 -0.04 -0.04 0.00 0.048
H 5.86024 2.79134 -0.00373 0.00 -0.01 0.03 0.036
H 6.23814 4.03293 1.16706 -0.05 0.01 -0.03 0.048
H 4.69873 4.08973 0.32301 0.00 -0.02 0.01 0.006
H 4.79949 3.24798 4.66367 0.05 -0.04 -0.03 0.024
H 3.86446 4.31747 3.61264 0.10 -0.08 0.06 0.012
H 5.62149 4.34087 3.56427 -0.03 -0.04 0.00 0.048
N -1.44612 0.45905 1.96135 0.06 -0.10 -0.18 0.060
C -1.53182 0.25592 3.38078 -0.17 -0.07 0.00 -0.324
C -1.87015 -1.00412 3.86518 0.01 0.03 0.00 -0.048
C -1.93239 -1.22882 5.23084 0.00 0.01 0.01 -0.072
C -1.66854 -0.19700 6.12208 -0.01 -0.02 0.03 -0.087
C -1.36804 1.06520 5.63348 0.02 0.05 0.00 -0.080
C -1.30507 1.29810 4.26602 -0.02 0.04 0.02 -0.068
H -1.73997 1.39972 1.72488 0.10 0.24 0.14 0.055
H -2.11486 -0.15677 1.51301 -0.03 -0.05 -0.06 0.079
H -2.09537 -1.80653 3.17234 -0.02 0.02 0.03 0.101
H -2.19976 -2.21072 5.60128 0.01 0.02 -0.02 0.110
H -1.72249 -0.37100 7.18908 0.01 0.01 -0.03 0.107
H -1.18851 1.88246 6.32154 -0.01 -0.01 -0.03 0.112
H -1.08540 2.28636 3.88304 0.01 0.01 0.01 0.081
```
Forces are in eV/Å.

Output
charge = +1
calculated total energy = -112760.5100 eV
frontier orbital gap (spin up / spin down) = 7.3 / 7.5 eV
maximum force = 1.0 eV/Å
E_HOMO (spin up / spin down) = -10.0 / -10.0 eV
⟨S²⟩ = 0.7544
2S+1 = 2


Q: Which value of maximum force does entry 2 give?
A: 1.0 eV/Å


Q: The lowest charge belongs to which entry?
A: C40H56KNO5S5Si